# 1
46
Properties=species:S:1:pos:R:3:lowdin_charge:R:1 method="wB97M-V/def2-TZVPD" homo_energy_ev=-11.47 total_charge=+1
O -2.40068 1.70562 2.83043 0.255
C -1.83847 0.68905 2.74940 -0.475
F -1.93011 -0.29571 3.69226 0.102
N -0.94462 0.23879 1.73616 0.191
C 0.41114 0.58487 2.03201 -0.358
O 0.87694 1.65538 1.82291 0.200
C 1.25902 -0.49846 2.64748 -0.090
C 2.00079 -1.38011 1.89531 0.051
C 2.77841 -2.33247 2.54252 0.037
C 2.80788 -2.38951 3.93161 0.010
C 2.05970 -1.49039 4.64780 0.012
N 1.31378 -0.58298 3.99233 0.175
H -1.00889 -0.77583 1.68318 0.142
H 1.96595 -1.31113 0.82149 0.118
H 3.36385 -3.03068 1.96334 0.136
H 3.40271 -3.11487 4.46055 0.132
H 2.02861 -1.46543 5.72368 0.152
H 0.76904 0.07366 4.53927 0.192
C -2.03195 4.75216 -2.21541 0.081
C -1.23207 5.42060 -1.37102 -0.233
C -0.36133 4.71380 -0.35886 -0.298
O 0.33675 5.40941 0.35225 0.117
C -0.40644 3.26327 -0.29009 0.080
C -1.20753 2.60355 -1.13216 -0.209
C -2.06661 3.30714 -2.15583 -0.305
O -2.74054 2.59071 -2.87240 0.118
O -1.34109 1.28091 -1.17132 0.054
O -1.12541 6.73640 -1.34148 0.128
H -2.65656 5.24881 -2.94404 0.139
H 0.21059 2.77022 0.44753 0.090
H -1.98017 1.08281 -1.89051 0.106
H -0.47685 6.95332 -0.64425 0.123
C 0.99060 -3.10232 -1.50409 0.072
C 0.08463 -2.12017 -1.50106 -0.211
C -0.98456 -2.01549 -2.56076 -0.297
O -1.80218 -1.13007 -2.40488 0.116
C -0.98111 -2.96589 -3.64869 0.088
C -0.06168 -3.94463 -3.66679 -0.231
C 0.97432 -4.08591 -2.57797 -0.305
O 1.75480 -5.01112 -2.65826 0.126
O 0.01449 -4.86441 -4.60766 0.139
O 0.03826 -1.15132 -0.58031 0.056
H 1.76345 -3.19887 -0.75406 0.118
H -1.73967 -2.86632 -4.41190 0.143
H 0.75715 -5.45639 -4.38235 0.129
H -0.64438 -0.49998 -0.86532 0.085



# 2
23
Properties=species:S:1:pos:R:3:lowdin_charge:R:1 method="wB97M-V/def2-TZVPD" e_above_lowest_kcal_mol=97.4 homo_energy_ev=-7.41
C -1.19102 0.49977 -1.06007 -0.410
C 1.05425 -1.29498 -1.81156 -0.109
C -2.06329 -0.60631 -1.62349 -0.088
N 0.55004 0.00191 -1.34863 -0.036
N -1.10810 0.57539 0.30723 -0.083
H 1.25360 0.72676 -1.51873 0.118
H -1.29663 1.47895 -1.54600 0.109
H 0.36918 -0.00591 -0.21800 0.109
H -1.85578 0.18572 0.88015 0.024
H 0.38770 -2.04279 -1.38334 0.083
H 1.14636 -1.31398 -2.90119 0.077
H 2.10843 -1.44880 -1.55986 0.080
H -1.71468 -0.80383 -2.63772 0.069
H -2.02082 -1.48359 -0.97357 0.075
H -3.11141 -0.31161 -1.55480 0.077
C 1.00374 1.40682 2.23468 -0.253
C 0.18630 0.33600 2.87366 -0.287
N 2.03382 1.10115 1.54870 0.074
N 0.36806 -0.91293 2.76214 0.096
H 2.59840 1.92299 1.32437 0.046
H 1.22271 -1.15290 2.24653 0.042
H 0.77271 2.42254 2.57221 0.100
H -0.69355 0.71963 3.38730 0.088



# 3
74
Properties=species:S:1:pos:R:3:lowdin_charge:R:1 method="wB97M-V/def2-TZVPD" e_above_lowest_kcal_mol=268.1 homo_energy_ev=-11.19 total_charge=+1
C -1.20387 -0.10109 5.67522 -0.112
C -1.29839 0.53415 4.17240 -0.349
C 0.11086 1.34164 3.98629 -0.086
C -2.59577 1.46921 3.99526 -0.264
C -3.74728 0.84283 4.97166 -0.097
C -3.24474 1.42436 2.51295 -0.148
O -2.65674 2.37006 1.57256 -0.062
C -1.40848 1.94329 1.07603 -0.137
C -0.32963 3.05532 0.78446 0.035
C 1.07066 2.65378 0.19927 -0.570
I 2.61403 4.14842 -0.23115 0.920
C 1.31629 1.12684 -0.04798 -0.019
N 0.31576 0.11786 0.22588 -0.077
C 0.67694 -1.33319 -0.04540 -0.103
C 0.20564 -2.15801 1.26331 -0.148
C 0.89336 -3.59038 1.41921 -0.157
F 2.32388 -3.53718 1.59928 -0.089
C -0.99647 0.49398 0.74322 0.078
H -1.82195 -1.05024 5.79709 0.080
H -0.09587 -0.37125 5.87375 0.087
H -1.46063 0.68510 6.48278 0.096
H -1.33621 -0.38251 3.46960 0.113
H 0.45281 1.62237 5.04807 0.086
H -0.00479 2.31127 3.39890 0.061
H 0.91990 0.63867 3.56332 0.081
H -2.43098 2.55095 4.35322 0.160
H -3.81511 -0.30629 4.85634 0.097
H -3.61591 1.15446 6.06246 0.087
H -4.79754 1.22515 4.66529 0.087
H -3.29739 0.34536 2.14377 0.129
H -4.34176 1.76162 2.65316 0.143
H -0.53341 4.16786 0.97567 0.127
H 2.35352 0.84074 -0.45306 0.136
H 0.18480 -1.68340 -1.01600 0.152
H 1.81194 -1.40774 -0.12014 0.137
H -0.93057 -2.32485 1.14031 0.125
H 0.32948 -1.46781 2.16312 0.107
H 0.45174 -4.07240 2.37153 0.138
H 0.56410 -4.27085 0.55469 0.130
H -1.75876 -0.33032 0.90976 0.128
C 2.28863 7.24279 -2.08085 -0.212
O 2.71596 8.33362 -2.88934 -0.259
P 2.73603 8.00392 -4.58082 0.710
O 3.47688 9.30281 -4.87058 -0.265
O 1.11702 8.23278 -4.68306 -0.280
C 0.55753 9.44153 -4.19481 -0.108
O 2.74520 7.53004 -6.23001 -0.242
C 4.01539 7.11246 -6.71995 -0.141
H 2.21364 7.58302 -1.04618 0.084
H 1.30931 6.87875 -2.40542 0.080
H 3.02082 6.43262 -2.13870 0.014
H 1.29023 10.24871 -4.13366 0.090
H 0.13148 9.26544 -3.20496 0.083
H -0.24571 9.74823 -4.86686 0.095
H 4.45849 6.37356 -6.04790 0.077
H 4.68110 7.97164 -6.82128 0.085
H 3.87455 6.65736 -7.70160 0.089
C 1.25021 -7.57742 -0.15134 -0.152
O -0.16932 -7.69110 -0.22567 -0.278
P -0.75479 -8.40199 -1.68164 0.707
O -2.19144 -8.02397 -1.34065 -0.280
O -0.41153 -9.90544 -1.13127 -0.275
C -0.92677 -10.31697 0.12463 -0.107
O -1.20196 -9.08640 -3.19005 -0.239
C -1.56551 -8.13803 -4.18750 -0.143
H 1.51925 -7.21353 0.84191 0.086
H 1.72819 -8.54717 -0.31400 0.085
H 1.60064 -6.86322 -0.90103 0.076
H -1.79609 -9.73297 0.43357 0.088
H -0.14410 -10.22622 0.88044 0.085
H -1.21759 -11.36630 0.05307 0.096
H -0.80374 -7.35868 -4.26743 0.077
H -2.53281 -7.69183 -3.94838 0.082
H -1.64265 -8.65579 -5.14481 0.090



Number 1: largest force on an atom 0.99 eV/A. Number 2: largest force on an atom 2.87 eV/A. Number 3: largest force on an atom 9.86 eV/A.